No. 1
Computed, not measured: 2 unconnected molecules or ions with the total composition C2H4N3O in a non-equilibrium geometry, with the ωB97M-V functional and the def2-TZVPD basis.

Calculated values
* DFT total energy: -317.7096 a.u.
* largest force on an atom: 5.090 eV/Å
* 2S+1: 1
* highest occupied orbital energy: -15.5 eV
* net charge: +1
* energy relative to the best compared isomer or geometry (same formula, charge and spin): 346.9 kJ/mol

Atoms and positions in Å:
C (-0.791, 1.595, 0.113)
C (-1.492, -0.753, -0.187)
N (1.889, -0.241, 0.266)
N (2.980, -0.250, 0.051)
N (-0.882, 0.494, 0.093)
O (4.095, -0.256, -0.199)
H (-0.705, 2.588, 0.520)
H (-1.719, -1.086, -1.176)
H (-0.875, -1.533, 0.333)
H (-2.500, -0.558, 0.185)



No. 2
Computed, not measured: a gas-phase ion, C2H4N3O (charge +1) in a non-equilibrium geometry, with the ωB97M-V functional and the def2-TZVPD basis.

Calculated values
* DFT total energy: -317.7991 a.u.
* largest force on an atom: 3.867 eV/Å
* 2S+1: 1
* highest occupied orbital energy: -14.9 eV
* structure (SMILES): [H]/N=C(\N)[NH+]=C=O
* net charge: +1
* energy relative to the best compared isomer or geometry (same formula, charge and spin): 111.9 kJ/mol

Atoms and positions in Å:
H (1.145, -1.085, 1.538)
N (1.233, -1.140, 0.469)
C (0.403, -0.342, -0.107)
N (-0.376, 0.606, 0.426)
N (0.474, -0.735, -1.600)
C (1.604, -1.333, -1.705)
O (2.577, -1.901, -1.892)
H (-1.091, 1.213, -0.070)
H (-0.242, 0.881, 1.462)
H (-0.214, -0.935, -2.246)



No. 3
Computed, not measured: a gas-phase ion, C2H4N3O (charge +1) in a non-equilibrium geometry, with the ωB97M-V functional and the def2-TZVPD basis.

Calculated values
* DFT total energy: -317.6522 a.u.
* largest force on an atom: 6.054 eV/Å
* 2S+1: 1
* highest occupied orbital energy (spin up / spin down): -14.6 / -14.6 eV
* structure (SMILES): O=[n+]1cc[nH][nH]1
* net charge: +1
* energy relative to the best compared isomer or geometry (same formula, charge and spin): 497.7 kJ/mol

Atoms and positions in Å:
O (-3.096, 0.114, 0.068)
N (-1.569, -0.030, -0.002)
C (-0.834, 1.085, -0.058)
C (0.482, 0.696, 0.072)
N (0.462, -0.687, -0.016)
N (-0.789, -1.106, -0.059)
H (-1.224, 2.017, -0.112)
H (1.390, 1.368, 0.150)
H (1.117, -1.431, 0.193)
H (-1.244, -1.959, 0.224)



No. 4
Computed, not measured: a gas-phase ion, C2H4N3O (charge +1) in a non-equilibrium geometry, with the ωB97M-V functional and the def2-TZVPD basis.

Calculated values
* DFT total energy: -317.6667 a.u.
* largest force on an atom: 2.728 eV/Å
* 2S+1: 1
* highest occupied orbital energy: -14.9 eV
* structure (SMILES): O=NN[C@@H]1C=[NH+]1
* net charge: +1
* energy relative to the best compared isomer or geometry (same formula, charge and spin): 459.6 kJ/mol

Atoms and positions in Å:
O (1.699, -2.294, -1.290)
N (0.846, -1.817, -0.656)
N (0.651, -0.425, -0.699)
C (-0.417, -0.192, 0.040)
C (-1.017, 1.138, 0.252)
N (-0.339, 1.013, 1.326)
H (1.125, 0.186, -1.326)
H (-0.847, -1.155, 0.360)
H (-1.594, 1.937, -0.189)
H (-0.105, 1.610, 2.183)



No. 5
Computed, not measured: 2 unconnected molecules or ions with the total composition C2H4N3O in a non-equilibrium geometry, with the ωB97M-V functional and the def2-TZVPD basis.

Calculated values
* DFT total energy: -317.6977 a.u.
* largest force on an atom: 4.297 eV/Å
* 2S+1: 1
* highest occupied orbital energy: -16.5 eV
* net charge: +1
* energy relative to the best compared isomer or geometry (same formula, charge and spin): 378.3 kJ/mol

Atoms and positions in Å:
C (-0.241, -1.376, -0.065)
C (-1.446, 0.839, 0.029)
N (1.863, -0.866, -0.217)
N (2.419, 0.050, -0.026)
N (-0.959, -0.483, -0.077)
O (3.056, 0.992, 0.132)
H (0.048, -2.410, 0.115)
H (-0.629, 1.521, -0.052)
H (-1.985, 1.091, -0.796)
H (-2.125, 0.642, 0.958)



No. 6
Computed, not measured: C2H4N4 in the gas phase in a non-equilibrium geometry, with the ωB97M-V functional and the def2-TZVPD basis.

Calculated values
* DFT total energy: -297.5434 a.u.
* largest force on an atom: 5.908 eV/Å
* 2S+1: 1
* highest occupied orbital energy: -10.0 eV
* structure (SMILES): [H]/N=C/N(N)C#N
* energy relative to the best compared isomer or geometry (same formula, charge and spin): 265.0 kJ/mol

Atoms and positions in Å:
H (-2.381, -1.318, 0.037)
N (-1.729, -0.573, -0.020)
C (-0.505, -0.892, 0.085)
N (0.487, 0.088, 0.134)
N (0.231, 1.465, 0.049)
C (1.814, -0.107, 0.075)
N (2.943, -0.274, -0.071)
H (-0.191, -1.938, -0.288)
H (-0.450, 1.731, -0.788)
H (-0.218, 1.818, 0.786)



No. 7
Computed, not measured: C2H4N4 in the gas phase in a non-equilibrium geometry, with the ωB97M-V functional and the def2-TZVPD basis.

Calculated values
* DFT total energy: -297.4766 a.u.
* largest force on an atom: 3.562 eV/Å
* 2S+1: 1
* highest occupied orbital energy: -9.4 eV
* structure (SMILES): C1[C@@H]2N=NNN12
* energy relative to the best compared isomer or geometry (same formula, charge and spin): 440.3 kJ/mol

Atoms and positions in Å:
C (-0.724, -0.177, 0.392)
C (0.269, -0.864, -0.460)
N (1.581, -1.068, 0.048)
N (2.169, -0.010, 0.167)
N (1.412, 1.029, -0.023)
N (0.045, 0.514, -0.637)
H (-1.775, 0.098, 0.527)
H (-0.250, -0.083, 1.409)
H (0.063, -1.410, -1.388)
H (1.910, 1.890, -0.408)



No. 8
Computed, not measured: C2H4N4 in the gas phase, with the ωB97M-V functional and the def2-TZVPD basis.

Calculated values
* DFT total energy: -297.5950 a.u.
* largest force on an atom: 0.259 eV/Å
* 2S+1: 1
* highest occupied orbital energy: -10.7 eV
* structure (SMILES): Cn1ncnn1
* energy relative to the best compared isomer or geometry (same formula, charge and spin): 129.5 kJ/mol

Atoms and positions in Å:
C (-1.586, 0.012, -0.045)
N (-0.140, -0.099, -0.024)
N (0.654, 0.861, 0.416)
C (1.844, 0.324, 0.200)
N (1.767, -0.906, -0.347)
N (0.495, -1.156, -0.482)
H (-2.023, -0.752, 0.598)
H (-1.943, -0.115, -1.069)
H (-1.840, 1.003, 0.326)
H (2.772, 0.827, 0.425)



No. 9
Computed, not measured: C2H4N4 in the gas phase in a non-equilibrium geometry, with the ωB97M-V functional and the def2-TZVPD basis.

Calculated values
* DFT total energy: -297.5166 a.u.
* largest force on an atom: 7.250 eV/Å
* 2S+1: 1
* highest occupied orbital energy: -10.7 eV
* structure (SMILES): Cn1ncnn1
* energy relative to the best compared isomer or geometry (same formula, charge and spin): 335.3 kJ/mol

Atoms and positions in Å:
C (-0.979, 0.303, -1.222)
N (-0.128, -0.189, -0.210)
N (0.604, 0.681, 0.296)
C (1.096, 0.144, 1.440)
N (0.666, -1.074, 1.538)
N (-0.084, -1.267, 0.405)
H (-0.180, 0.755, -1.790)
H (-1.196, -0.686, -1.511)
H (-1.875, 0.902, -1.059)
H (2.075, 0.430, 2.112)



No. 10
Computed, not measured: C2H4N4 in the gas phase in a non-equilibrium geometry, with the ωB97M-V functional and the def2-TZVPD basis.

Calculated values
* DFT total energy: -297.4554 a.u.
* largest force on an atom: 4.733 eV/Å
* 2S+1: 1
* highest occupied orbital energy (spin up / spin down): -9.7 / -9.7 eV
* energy relative to the best compared isomer or geometry (same formula, charge and spin): 495.9 kJ/mol

Atoms and positions in Å:
C (-0.724, -0.303, 1.891)
C (0.320, 0.449, -1.672)
N (0.602, -0.842, 1.614)
N (-1.323, 0.361, 1.064)
N (0.906, -0.630, 0.470)
N (0.175, -0.119, -0.368)
H (-0.951, -0.611, 2.832)
H (0.651, -0.337, -2.241)
H (-0.597, 0.660, -2.186)
H (0.941, 1.373, -1.404)



No. 11
Computed, not measured: C2H4N4O in the gas phase, with the ωB97M-V functional and the def2-TZVPD basis.

Calculated values
* DFT total energy: -372.7908 a.u.
* largest force on an atom: 0.635 eV/Å
* 2S+1: 1
* highest occupied orbital energy: -9.7 eV
* structure (SMILES): [H]/N=C(\O)N1N=C1N
* energy relative to the best compared isomer or geometry (same formula, charge and spin): 287.5 kJ/mol

Atoms and positions in Å:
H (1.223, 1.965, -0.818)
N (0.680, 1.375, -0.192)
C (1.011, 0.197, -0.500)
O (1.941, -0.085, -1.425)
N (0.341, -0.938, 0.013)
N (-1.103, -0.880, -0.856)
C (-0.960, -0.586, 0.350)
N (-1.590, -0.274, 1.478)
H (1.992, -1.044, -1.510)
H (-2.549, 0.027, 1.359)
H (-0.986, 0.242, 2.101)



No. 12
Computed, not measured: a molecular structure, C2H4N4O in a non-equilibrium geometry, with the ωB97M-V functional and the def2-TZVPD basis.

Calculated values
* DFT total energy: -372.7559 a.u.
* largest force on an atom: 6.368 eV/Å
* 2S+1: 1
* highest occupied orbital energy: -9.6 eV
* energy relative to the best compared isomer or geometry (same formula, charge and spin): 379.3 kJ/mol

Atoms and positions in Å:
C (0.545, 1.233, -0.047)
C (-1.011, -0.011, 0.001)
H (2.807, -1.405, -0.392)
H (2.029, -0.889, 1.268)
H (1.176, 2.165, -0.361)
H (-2.137, -1.488, 0.489)
N (2.258, -0.519, 0.189)
N (1.009, -0.006, -0.266)
N (-0.843, 1.222, 0.210)
N (-0.049, -0.795, -0.224)
O (-2.213, -0.628, -0.012)



No. 13
Computed, not measured: a molecular structure, C2H4N4O, with the ωB97M-V functional and the def2-TZVPD basis.

Calculated values
* DFT total energy: -372.7669 a.u.
* largest force on an atom: 0.369 eV/Å
* 2S+1: 1
* highest occupied orbital energy: -8.3 eV
* energy relative to the best compared isomer or geometry (same formula, charge and spin): 350.2 kJ/mol

Atoms and positions in Å:
N (-1.290, -1.593, -1.174)
C (-0.620, -0.575, -0.512)
N (-1.155, 0.634, -0.334)
N (-0.206, 1.276, 0.419)
C (0.744, 0.402, 0.568)
O (1.782, 1.179, 1.215)
N (0.627, -0.784, 0.037)
H (-2.040, -1.230, -1.748)
H (-0.665, -2.190, -1.700)
H (0.910, 1.972, 1.083)
H (1.911, 0.909, 2.145)



No. 14
Computed, not measured: C2H4N4O in the gas phase in a non-equilibrium geometry, with the ωB97M-V functional and the def2-TZVPD basis.

Calculated values
* DFT total energy: -372.8458 a.u.
* largest force on an atom: 2.051 eV/Å
* 2S+1: 1
* highest occupied orbital energy: -9.3 eV
* structure (SMILES): NC1=N[NH2+]C([O-])=N1
* energy relative to the best compared isomer or geometry (same formula, charge and spin): 143.1 kJ/mol

Atoms and positions in Å:
N (-2.085, -0.175, 0.366)
C (-0.756, -0.073, 0.150)
N (0.133, -0.307, 1.118)
N (1.354, 0.001, 0.424)
C (0.977, 0.184, -1.056)
O (1.957, 0.049, -1.759)
N (-0.336, 0.234, -1.118)
H (-2.448, -0.231, 1.303)
H (-2.698, 0.133, -0.372)
H (1.783, 0.826, 0.846)
H (2.118, -0.639, 0.098)



No. 15
Computed, not measured: C2H4N4O in the gas phase in a non-equilibrium geometry, with the ωB97M-V functional and the def2-TZVPD basis.

Calculated values
* DFT total energy: -372.7537 a.u.
* largest force on an atom: 2.294 eV/Å
* 2S+1: 1
* highest occupied orbital energy: -8.3 eV
* structure (SMILES): N/N=c1/cn[nH]o1
* energy relative to the best compared isomer or geometry (same formula, charge and spin): 385.0 kJ/mol

Atoms and positions in Å:
N (2.221, -0.339, 0.097)
N (1.294, 0.691, -0.032)
C (0.081, 0.287, -0.012)
C (-1.069, 1.120, -0.055)
N (-2.152, 0.443, 0.023)
N (-1.812, -0.880, -0.140)
O (-0.401, -1.017, -0.055)
H (1.899, -1.193, -0.315)
H (3.067, 0.010, -0.260)
H (-1.003, 2.237, 0.014)
H (-2.124, -1.359, 0.734)



No. 16
Computed, not measured: C2H4N4O2 in the gas phase in a non-equilibrium geometry, with the ωB97M-V functional and the def2-TZVPD basis.

Calculated values
* DFT total energy: -447.9182 a.u.
* largest force on an atom: 7.622 eV/Å
* 2S+1: 1
* highest occupied orbital energy: -9.9 eV
* structure (SMILES): Nn1cnc(=O)n1O
* energy relative to the best compared isomer or geometry (same formula, charge and spin): 483.6 kJ/mol

Atoms and positions in Å:
N (2.276, 0.149, 0.342)
N (0.949, 0.482, -0.107)
C (0.062, 1.509, -0.291)
N (-1.178, 1.309, -0.135)
C (-1.227, -0.057, 0.069)
O (-2.245, -0.666, 0.329)
N (0.144, -0.483, 0.366)
O (0.591, -1.688, -0.583)
H (2.515, -0.669, -0.016)
H (2.364, 0.144, 1.392)
H (0.452, 2.552, -0.833)
H (-0.442, -2.104, -0.441)



No. 17
Computed, not measured: a molecular structure, C2H4N4O2 in a non-equilibrium geometry, with the ωB97M-V functional and the def2-TZVPD basis.

Calculated values
* DFT total energy: -447.9470 a.u.
* largest force on an atom: 6.685 eV/Å
* 2S+1: 1
* highest occupied orbital energy: -8.8 eV
* energy relative to the best compared isomer or geometry (same formula, charge and spin): 407.9 kJ/mol

Atoms and positions in Å:
C (0.255, 0.293, -1.473)
C (0.080, -0.305, -0.250)
H (-1.350, 0.085, 2.208)
H (0.119, 0.473, 2.768)
H (0.328, -1.404, -2.631)
H (0.703, -1.844, 0.948)
N (-0.547, 0.561, 1.951)
N (-0.269, 0.631, 0.593)
N (-0.424, 1.819, -0.085)
N (-0.143, 1.612, -1.312)
O (0.895, -0.263, -2.650)
O (0.353, -1.658, -0.068)



No. 18
Computed, not measured: 2 unconnected molecules or ions with the total composition C2H4N4O2 in a non-equilibrium geometry, with the ωB97M-V functional and the def2-TZVPD basis.

Calculated values
* DFT total energy: -447.9372 a.u.
* largest force on an atom: 7.665 eV/Å
* 2S+1: 1
* highest occupied orbital energy: -9.1 eV
* energy relative to the best compared isomer or geometry (same formula, charge and spin): 433.6 kJ/mol

Atoms and positions in Å:
C (-0.721, 0.499, 0.079)
C (0.370, -0.351, 0.032)
H (-1.852, 1.223, 1.655)
H (-2.661, -0.185, 0.779)
H (2.921, -0.396, -0.645)
H (0.263, -1.177, 1.656)
N (-1.779, 0.325, 1.109)
N (-0.661, 1.252, -1.017)
N (0.312, 0.919, -1.768)
N (0.968, -0.148, -1.156)
O (2.021, -0.680, -1.597)
O (0.820, -1.280, 0.873)



No. 19
Computed, not measured: C2H4N4O2 in the gas phase in a non-equilibrium geometry, with the ωB97M-V functional and the def2-TZVPD basis.

Calculated values
* DFT total energy: -447.9006 a.u.
* largest force on an atom: 4.972 eV/Å
* 2S+1: 1
* highest occupied orbital energy: -8.6 eV
* structure (SMILES): N/N=c1/cnon1O
* energy relative to the best compared isomer or geometry (same formula, charge and spin): 529.8 kJ/mol

Atoms and positions in Å:
N (2.118, 0.031, -0.317)
N (1.264, -0.857, 0.221)
C (0.002, -0.471, 0.218)
C (-1.154, -1.286, 0.461)
N (-2.259, -0.882, -0.172)
O (-1.847, 0.387, -0.647)
N (-0.589, 0.739, -0.317)
O (-0.609, 1.693, 0.743)
H (2.930, -0.493, -0.683)
H (1.726, 0.912, -0.635)
H (-1.082, -2.213, 0.950)
H (-0.501, 2.440, 0.179)



No. 20
Computed, not measured: C2H4N4O2 in the gas phase in a non-equilibrium geometry, with the ωB97M-V functional and the def2-TZVPD basis.

Calculated values
* DFT total energy: -447.9026 a.u.
* largest force on an atom: 5.083 eV/Å
* 2S+1: 1
* highest occupied orbital energy: -9.5 eV
* structure (SMILES): [H]/N=c1/ncn(O)n1O
* energy relative to the best compared isomer or geometry (same formula, charge and spin): 524.7 kJ/mol

Atoms and positions in Å:
H (-2.489, -1.269, -0.517)
N (-2.361, -0.321, -0.106)
C (-1.233, 0.250, -0.205)
N (-0.754, 1.342, 0.375)
C (0.509, 1.352, 0.246)
N (1.002, 0.332, -0.488)
O (2.177, -0.248, -0.185)
N (-0.117, -0.531, -0.522)
O (0.155, -1.397, 0.684)
H (1.319, 2.094, 0.662)
H (1.775, -0.920, 0.572)
H (0.705, -2.116, 0.236)